# 1
Density functional theory data (wB97M-V/def2-TZVPD) for a 2-piece molecular cluster, C3H10N2O2 overall.

Geometry (Å):
N1 1.51902 2.48112 -0.00866
C1 0.63338 1.50727 -0.63105
C2 1.28200 0.13747 -0.62566
N2 0.48799 -0.83209 -1.40806
H1 1.20026 3.42746 -0.17360
H2 1.52704 2.38527 1.00133
H3 0.42547 1.81621 -1.65668
H4 -0.34477 1.43867 -0.13325
H5 1.37316 -0.27488 0.37673
H6 2.29893 0.25646 -1.01593
H7 0.86420 -1.75706 -1.23192
H8 0.65072 -0.69277 -2.40311
O1 -0.58605 -1.21964 1.78751
C3 -1.68042 -1.27320 1.29059
O2 -1.95074 -1.03881 0.01384
H9 -2.58694 -1.49831 1.86475
H10 -1.08983 -0.80956 -0.45292

LUMO (eV): 0.972
Structure (SMILES): NCCN.O=CO
Energy above the lowest of the compared OMol25 structures with the same formula, charge and spin (kJ/mol): 78.7

natural (NBO) charges in e: number 1, N, carries -0.835; number 2, C, carries -0.224; number 3, C, carries -0.236; number 4, N, carries -0.849; number 5, H, carries 0.359; number 6, H, carries 0.356; number 7, H, carries 0.184; number 8, H, carries 0.168; number 9, H, carries 0.214; number 10, H, carries 0.180; number 11, H, carries 0.372; number 12, H, carries 0.366; number 13, O, carries -0.618; number 14, C, carries 0.651; number 15, O, carries -0.707; number 16, H, carries 0.107; number 17, H, carries 0.512



# 2
Density functional theory data (wB97M-V/def2-TZVPD) for a 2-piece molecular cluster, C3H10N2O2 overall.

Geometry (Å):
N1 -1.19985 1.22262 0.87875
C1 -0.42752 0.28575 0.09906
N2 -1.09607 -1.02265 0.02188
C2 -0.18419 -2.08072 -0.30393
C3 0.62097 -2.60070 0.90207
O1 0.07181 -3.02701 1.87948
H1 -0.61374 1.65709 1.58029
H2 -1.52057 2.01226 0.33045
H3 -0.20984 0.68277 -0.89488
H4 0.58143 0.13909 0.52957
H5 -1.54292 -1.15561 0.92016
H6 0.52465 -1.79315 -1.06855
H7 -0.74758 -2.91314 -0.74263
H8 1.72005 -2.51923 0.78307
O2 1.23717 4.06496 -1.50398
H9 2.09722 3.63509 -1.46021
H10 0.68898 3.41256 -1.95059

LUMO (eV): 0.437
Structure (SMILES): NCNCC=O.O
Energy above the lowest of the compared OMol25 structures with the same formula, charge and spin (kJ/mol): 215.1

natural (NBO) charges in e: number 1, N, carries -0.836; number 2, C, carries -0.042; number 3, N, carries -0.622; number 4, C, carries -0.333; number 5, C, carries 0.427; number 6, O, carries -0.508; number 7, H, carries 0.365; number 8, H, carries 0.365; number 9, H, carries 0.156; number 10, H, carries 0.136; number 11, H, carries 0.379; number 12, H, carries 0.190; number 13, H, carries 0.223; number 14, H, carries 0.100; number 15, O, carries -0.932; number 16, H, carries 0.467; number 17, H, carries 0.465



# 3
Density functional theory data (wB97M-V/def2-TZVPD) for a 2-piece molecular cluster, C3H10N2O2 overall.

Geometry (Å):
C1 1.53106 -1.78760 0.63136
N1 0.14519 -2.07849 0.97276
C2 -0.75244 -2.08328 -0.18209
N2 -1.05719 -0.76914 -0.70174
H1 2.11332 -1.71055 1.54667
H2 1.99156 -2.53671 -0.02676
H3 1.58568 -0.82123 0.13128
H4 0.10993 -2.98252 1.42261
H5 -1.68613 -2.54444 0.14351
H6 -0.35486 -2.68788 -1.00887
H7 -1.39052 -0.18831 0.05753
H8 -0.22689 -0.32099 -1.07136
O1 -0.62429 2.28919 0.76318
C3 -0.14303 2.75599 -0.21284
O2 0.65037 2.03662 -1.03413
H9 -0.36294 3.76595 -0.58606
H10 0.87899 2.58537 -1.80219

LUMO (eV): 0.430
Structure (SMILES): CNCN.O=CO
Energy above the lowest of the compared OMol25 structures with the same formula, charge and spin (kJ/mol): 147.9

natural (NBO) charges in e: number 1, C, carries -0.423; number 2, N, carries -0.633; number 3, C, carries -0.054; number 4, N, carries -0.840; number 5, H, carries 0.202; number 6, H, carries 0.160; number 7, H, carries 0.192; number 8, H, carries 0.349; number 9, H, carries 0.180; number 10, H, carries 0.144; number 11, H, carries 0.367; number 12, H, carries 0.355; number 13, O, carries -0.539; number 14, C, carries 0.642; number 15, O, carries -0.682; number 16, H, carries 0.094; number 17, H, carries 0.487



# 4
Density functional theory data (wB97M-V/def2-TZVPD) for a 2-piece molecular cluster, C3H10N2O2 overall.

Geometry (Å):
N1 2.30612 -0.17368 -1.31225
C1 1.02814 -0.59439 -0.70929
C2 0.75906 0.23058 0.53399
N2 -0.32493 -0.48467 1.28166
C3 -0.79544 0.00498 2.43878
O1 -1.92396 -0.13792 2.84839
H1 2.36920 -0.59408 -2.22482
H2 2.34834 0.82554 -1.36828
H3 1.06503 -1.66232 -0.53192
H4 0.18884 -0.45943 -1.40709
H5 1.59497 0.23816 1.22932
H6 0.36561 1.21407 0.27110
H7 -1.01839 -0.89636 0.68063
H8 0.02098 0.44684 3.04195
O2 -2.31640 0.45413 -1.58032
H9 -2.50902 1.31172 -1.17898
H10 -3.15815 0.27683 -2.01285

LUMO (eV): 0.530
Structure (SMILES): NCCNC=O.O
Energy above the lowest of the compared OMol25 structures with the same formula, charge and spin (kJ/mol): 125.5

natural (NBO) charges in e: number 1, N, carries -0.831; number 2, C, carries -0.233; number 3, C, carries -0.225; number 4, N, carries -0.615; number 5, C, carries 0.532; number 6, O, carries -0.601; number 7, H, carries 0.360; number 8, H, carries 0.351; number 9, H, carries 0.195; number 10, H, carries 0.183; number 11, H, carries 0.211; number 12, H, carries 0.185; number 13, H, carries 0.393; number 14, H, carries 0.095; number 15, O, carries -0.940; number 16, H, carries 0.470; number 17, H, carries 0.472



# 5
Density functional theory data (wB97M-V/def2-TZVPD) for a 4-piece molecular cluster, C3H10N2O3 overall.

Geometry (Å):
C1 -1.09002 0.19443 1.37206
C2 -0.56500 -1.06159 1.46856
N1 0.78512 -0.93628 1.25720
C3 1.01405 0.39602 0.99960
N2 -0.07609 1.08394 1.05935
H1 -2.05521 0.64957 1.50492
H2 -1.06410 -1.97495 1.73779
H3 1.53554 -1.61293 1.27038
H4 2.04424 0.71791 1.04769
O1 -0.16120 2.78705 -1.82053
H5 -0.31071 2.29069 -0.99594
H6 0.58891 3.35190 -1.52326
O2 2.08283 0.09943 -2.14218
H7 1.24680 0.58098 -2.13873
H8 2.63414 0.79918 -1.74373
O3 -2.30195 -2.51305 -0.81255
H9 -1.45068 -2.20963 -0.49159
H10 -2.85668 -2.64267 -0.04905

LUMO (eV): 0.495
Structure (SMILES): c1c[nH]cn1.O.O.O
Energy above the lowest of the compared OMol25 structures with the same formula, charge and spin (kJ/mol): 110.2

natural (NBO) charges in e: number 1, C, carries -0.100; number 2, C, carries -0.128; number 3, N, carries -0.524; number 4, C, carries 0.175; number 5, N, carries -0.493; number 6, H, carries 0.225; number 7, H, carries 0.222; number 8, H, carries 0.428; number 9, H, carries 0.196; number 10, O, carries -0.950; number 11, H, carries 0.484; number 12, H, carries 0.463; number 13, O, carries -0.936; number 14, H, carries 0.479; number 15, H, carries 0.457; number 16, O, carries -0.934; number 17, H, carries 0.471; number 18, H, carries 0.464



# 6
Density functional theory data (wB97M-V/def2-TZVPD) for a 2-piece molecular cluster, C3H10N2O3 overall.

Geometry (Å):
C1 -1.52012 1.23937 0.34894
C2 -0.92992 -0.06499 0.78390
O1 -1.88877 -0.90662 1.24864
N1 0.28001 -0.11784 1.30607
O2 0.50952 -1.34701 2.01103
H1 -2.35662 1.04751 -0.32343
H2 -1.87969 1.80404 1.20703
H3 -0.77634 1.79810 -0.21137
H4 -1.48607 -1.48240 1.91994
H5 1.39435 -1.25727 2.38215
C3 1.70601 0.87656 -1.11592
O3 0.32673 0.01932 -1.28360
N2 0.51137 -1.34052 -1.65445
H6 1.42628 1.92376 -1.10483
H7 2.33398 0.56997 -0.28353
H8 2.19287 0.63954 -2.05988
H9 0.33121 -1.85680 -0.79106
H10 -0.17480 -1.54470 -2.37962

LUMO (eV): 0.747
Structure (SMILES): C/C(O)=N/O.CON
Energy above the lowest of the compared OMol25 structures with the same formula, charge and spin (kJ/mol): 551.1

natural (NBO) charges in e: number 1, C, carries -0.656; number 2, C, carries 0.535; number 3, O, carries -0.688; number 4, N, carries -0.248; number 5, O, carries -0.635; number 6, H, carries 0.229; number 7, H, carries 0.230; number 8, H, carries 0.234; number 9, H, carries 0.501; number 10, H, carries 0.488; number 11, C, carries -0.249; number 12, O, carries -0.469; number 13, N, carries -0.539; number 14, H, carries 0.190; number 15, H, carries 0.198; number 16, H, carries 0.192; number 17, H, carries 0.341; number 18, H, carries 0.349



# 7
Density functional theory data (wB97M-V/def2-TZVPD) for a 2-piece molecular cluster, C3H10N2O3 overall.

Geometry (Å):
N1 0.58506 -1.12486 1.98359
C1 -0.21244 -0.22868 1.23512
O1 -0.23713 0.89823 1.65994
C2 -1.02173 -0.83779 0.12741
N2 -1.94427 0.23877 -0.61438
C3 -0.90675 0.90033 -1.60270
O2 -1.17393 2.19799 -2.07549
H1 0.96802 -0.86252 2.86895
H2 0.71931 -2.07564 1.69428
H3 -1.84863 -1.40040 0.58260
H4 -0.59216 -1.45066 -0.65014
H5 -2.17339 0.89875 0.10301
H6 -1.09491 0.29444 -2.53318
H7 0.12942 0.94812 -1.27289
H8 -0.96539 2.71833 -1.28752
O3 3.59577 -0.23569 -0.25092
H9 2.79374 -0.58254 -0.66293
H10 3.37941 -0.29619 0.69527

LUMO (eV): 0.425
Structure (SMILES): NC(=O)CNCO.O
Energy above the lowest of the compared OMol25 structures with the same formula, charge and spin (kJ/mol): 184.9

natural (NBO) charges in e: number 1, N, carries -0.854; number 2, C, carries 0.654; number 3, O, carries -0.595; number 4, C, carries -0.379; number 5, N, carries -0.605; number 6, C, carries 0.067; number 7, O, carries -0.692; number 8, H, carries 0.405; number 9, H, carries 0.383; number 10, H, carries 0.247; number 11, H, carries 0.231; number 12, H, carries 0.357; number 13, H, carries 0.172; number 14, H, carries 0.146; number 15, H, carries 0.462; number 16, O, carries -0.930; number 17, H, carries 0.462; number 18, H, carries 0.469



# 8
Density functional theory data (wB97M-V/def2-TZVPD) for an isolated ion of composition C3H10N2P and charge +1.

Geometry (Å):
C1 2.35414 -0.11696 0.57991
N1 1.38597 -0.37633 -0.42461
C2 0.07801 -0.25509 -0.51103
P1 -0.81139 -0.75049 -2.01191
C3 -0.94362 0.73030 0.66584
N2 -2.24156 0.35075 0.31797
H1 1.76754 -0.14375 1.52321
H2 3.24571 -0.81263 0.59375
H3 2.83260 0.93285 0.49043
H4 1.88215 -0.53070 -1.32142
H5 -1.94759 -0.54696 -1.32477
H6 -0.50108 -2.04979 -1.64188
H7 -0.47184 1.61306 0.19613
H8 -1.05837 0.99769 1.94420
H9 -2.81691 1.07599 -0.12902
H10 -2.75377 -0.11793 1.05321

LUMO (eV): -4.232
Structure (SMILES): C/[NH+]=C(/P)CN
Net charge: +1
Energy above the lowest of the compared OMol25 structures with the same formula, charge and spin (kJ/mol): 366.2

natural (NBO) charges in e: number 1, C, carries -0.449; number 2, N, carries -0.506; number 3, C, carries 0.152; number 4, P, carries 0.348; number 5, C, carries -0.250; number 6, N, carries -0.856; number 7, H, carries 0.232; number 8, H, carries 0.258; number 9, H, carries 0.242; number 10, H, carries 0.415; number 11, H, carries 0.056; number 12, H, carries 0.037; number 13, H, carries 0.227; number 14, H, carries 0.287; number 15, H, carries 0.404; number 16, H, carries 0.403